C23H20N6O6S3Tl as an isolated structure. Source: the OMol25 dataset; level of theory: ωB97M-V/def2-TZVPD.

CARTESIAN COORDINATES (ANGSTROEM)
Tl -0.675 0.050 0.321
S 0.615 -2.412 1.906
S -1.268 2.789 -1.542
S -3.062 -1.967 3.651
O 1.079 -0.291 -1.613
O 2.031 0.988 3.584
O 1.411 -0.754 -3.782
O 1.358 1.782 1.566
O -4.244 -1.919 2.829
O -3.121 -1.263 4.907
N -0.869 2.877 2.797
N -1.179 -1.804 -1.652
N 1.366 2.524 -1.557
N -1.733 -1.527 2.801
N 0.180 2.210 3.453
N 0.542 4.635 -0.954
C 0.818 -0.882 -2.713
C -1.653 -3.551 -3.769
C -0.372 -1.846 -2.680
C -3.150 -2.544 -0.521
C -2.549 -3.655 3.933
C 0.289 3.351 -1.329
C 2.617 2.896 -1.287
C -1.281 -3.769 3.389
C 3.125 0.324 2.946
C -2.516 -5.921 4.621
C -0.603 -4.974 3.479
C -0.854 -2.509 2.716
C -3.716 -4.317 -2.602
C 2.891 4.166 -0.863
C -3.191 -4.708 4.546
C -2.555 -3.517 -2.680
C -0.579 -2.713 -3.778
C 1.197 1.646 2.767
C -2.271 -2.612 -1.627
C -4.562 -4.214 -1.532
C -1.231 -6.044 4.101
C 1.778 5.012 -0.741
C -4.271 -3.324 -0.478
H -2.923 -1.861 0.287
H 3.372 2.135 -1.435
H -2.991 -6.771 5.094
H -4.191 -4.589 4.943
H -1.828 -4.246 -4.583
H -1.552 2.196 2.481
H -0.713 -6.992 4.179
H 0.391 -5.065 3.062
H -3.925 -5.000 -3.418
H 3.552 0.957 2.169
H 0.130 -2.668 -4.592
H 2.784 -0.608 2.499
H -0.475 3.305 1.966
H 3.893 4.491 -0.630
H -0.009 1.936 4.400
H -4.936 -3.247 0.373
H 1.228 1.516 -1.854
H 3.853 0.134 3.729
H 1.909 6.049 -0.443
H -5.463 -4.814 -1.493

## Properties
Charge: -1
M, g mol⁻¹: 777.03
Energy, a.u.: -3035.66373
2S+1: 1



C26H18MoN4O7S as an isolated structure. Source: the OMol25 dataset; level of theory: ωB97M-V/def2-TZVPD.

CARTESIAN COORDINATES (ANGSTROEM)
Mo 0.776 0.065 -0.088
S -1.040 2.214 0.250
O 4.250 2.062 -0.065
O 3.364 1.275 2.615
O 2.392 0.982 -0.733
O 1.757 0.142 1.495
O 0.446 2.187 -0.002
O -1.879 2.534 -0.847
O 0.259 -0.062 -1.833
N -1.018 0.622 0.590
N 2.113 -1.502 -0.713
N 3.642 -2.383 -1.981
N -0.347 -1.770 0.604
C -2.083 -0.216 0.919
C -1.937 4.672 3.854
C -0.631 2.957 2.799
C -3.888 -2.196 1.640
C 4.013 -2.658 -0.689
C -2.423 4.090 1.574
C -1.660 -1.548 0.951
C 0.119 0.254 -4.166
C 1.883 -1.122 -3.178
C -0.913 3.728 3.908
C 2.507 -1.667 -1.984
C -2.687 4.854 2.698
C -4.279 -0.887 1.581
C -1.395 3.154 1.647
C 0.071 -3.032 0.663
C -2.555 -2.560 1.327
C -2.058 -3.876 1.370
C 2.873 0.976 1.594
C 0.636 0.000 -5.421
C -0.745 -4.099 1.044
C 1.757 -0.815 -5.566
C 2.371 -1.374 -4.460
C 3.070 -2.095 0.099
C -3.371 0.131 1.223
C 0.752 -0.303 -3.063
C 3.277 1.431 0.161
H -2.982 4.221 0.658
H 0.167 2.225 2.821
H -0.750 0.880 -4.018
H 1.091 -3.237 0.392
H 4.902 -3.213 -0.448
H -0.335 3.604 4.813
H -3.472 5.596 2.670
H -0.319 -5.091 1.067
H -2.148 5.276 4.726
H 2.153 -1.014 -6.551
H 4.160 -2.654 -2.802
H 3.236 -2.006 -4.613
H -2.709 -4.692 1.659
H -3.698 1.163 1.192
H 0.169 0.435 -6.293
H -4.589 -2.969 1.923
H 3.005 -2.071 1.173
H -5.299 -0.616 1.816

## Properties
Charge: +2
M, g mol⁻¹: 626.46
Energy, a.u.: -2213.23190
2S+1: 1



A 12-piece molecular cluster, C36H36F12O36 overall in a non-equilibrium geometry. Source: the OMol25 dataset; level of theory: ωB97M-V/def2-TZVPD.

CARTESIAN COORDINATES (ANGSTROEM)
F -4.821 3.449 2.795
F 5.825 -7.805 4.532
F -7.039 -0.630 -5.568
F -4.935 -5.197 1.393
F -0.238 0.369 -5.820
F 0.850 8.303 1.642
F 4.848 7.222 4.985
F 0.435 0.091 6.934
F 2.465 9.006 -3.792
F -1.992 -7.046 -3.728
F 8.783 0.489 -3.517
F 1.863 -2.693 0.234
O -7.163 -1.658 -2.671
O -6.969 -4.418 2.019
O 6.745 6.305 2.493
O -3.299 8.163 0.358
O -1.219 -8.115 -1.917
O 2.431 -0.730 -0.412
O 2.928 1.392 4.386
O 2.899 -8.655 3.165
O 2.166 1.400 6.584
O -1.561 6.676 0.339
O -0.093 7.941 -4.802
O 0.411 9.499 -3.369
O -5.027 0.183 5.273
O -9.383 -4.341 2.200
O 4.980 -9.442 3.160
O 3.248 -10.863 2.479
O 4.979 5.836 1.008
O -0.819 -9.652 -3.346
O -1.164 10.001 -4.910
O -0.360 -0.703 -7.912
O 4.760 5.877 3.312
O -4.949 -1.505 -2.068
O -1.348 8.533 1.488
O 1.284 -1.418 -9.074
O 10.445 0.015 0.155
O -4.329 1.276 3.297
O 0.886 2.188 4.908
O 0.635 0.395 0.181
O 9.106 1.608 -0.705
O -6.513 1.253 3.796
O 0.830 -2.181 -6.893
O -8.250 -5.987 1.303
O 2.059 1.393 -1.257
O 9.027 -0.377 -1.409
O -5.672 -1.716 -4.260
O -2.285 -10.116 -1.600
C -1.490 -9.386 -2.150
C 0.861 7.306 -3.935
C 7.895 1.482 -1.459
C 6.863 7.020 3.694
C 0.670 -1.460 -8.022
C -0.682 6.313 1.405
C 0.438 -0.980 0.686
C 2.077 1.632 5.213
C -0.403 9.203 -4.393
C -7.954 -1.850 -3.873
C -6.139 -5.567 1.868
C 5.104 -7.989 3.421
C -5.299 0.820 4.138
C -0.794 -0.631 -6.560
C -8.309 -4.848 1.818
C -5.813 -1.561 -2.936
C -2.124 7.845 0.663
C -0.236 -8.501 -3.938
C 1.890 -1.473 0.698
C 3.654 -7.523 3.546
C 0.885 1.320 7.085
C 1.431 8.482 -3.216
C -0.951 -7.442 -3.081
C 0.119 2.234 6.152
C 1.686 0.467 -0.497
C -6.938 -6.342 0.856
C 8.198 0.264 -2.342
C -6.481 1.652 2.529
C 9.654 0.444 -0.626
C 5.546 6.333 4.370
C -0.263 -1.979 -6.084
C -4.964 2.141 2.449
C 3.691 -9.746 2.940
C -6.915 -1.764 -4.935
C 5.437 6.084 2.176
C -0.266 7.746 2.001
H 0.849 1.669 8.117
H -6.672 -5.988 -0.141
H 2.364 -1.364 1.674
H 7.175 -0.032 -2.577
H -1.236 5.686 2.103
H 1.568 6.739 -4.542
H -0.160 -1.677 0.099
H 0.096 -0.933 1.720
H 7.052 1.308 -0.791
H 5.655 -7.522 2.605
H -6.776 -7.414 0.968
H 1.573 8.258 -2.158
H 6.844 8.109 3.715
H -0.963 2.116 6.206
H -1.875 -0.513 -6.485
H 5.622 5.503 5.073
H -7.250 2.418 2.423
H 0.820 -8.543 -3.669
H -8.386 -2.810 -3.588
H 7.617 2.395 -1.985
H 3.692 -6.639 2.909
H 0.325 6.619 -3.280
H -6.570 0.785 1.874
H -0.454 -8.403 -5.001
H -8.852 -1.233 -3.909
H -0.339 7.669 3.086
H -0.242 -6.620 -2.984
H 3.481 -7.212 4.576
H 7.759 6.817 4.280
H 0.069 5.646 0.982
H 0.261 3.310 6.256
H 0.030 -1.739 -5.062
H -6.044 -6.250 2.713
H -6.988 -2.628 -5.595
H -4.664 1.959 1.418
H -0.921 -2.848 -6.086

## Properties
Charge: 0
M, g mol⁻¹: 1272.62
Energy, a.u.: -5300.27546
2S+1: 1



One molecule with the formula C2H5F3N2O4S2 in a non-equilibrium geometry. Source: the OMol25 dataset; level of theory: ωB97M-V/def2-TZVPD.

CARTESIAN COORDINATES (ANGSTROEM)
S 0.234 -0.745 -1.210
S 1.827 1.620 -0.238
F 2.247 -2.360 0.275
F 3.129 -0.871 1.450
F 3.381 -0.834 -0.688
O 0.850 -1.498 -2.187
O -0.515 0.444 -1.568
O 2.873 2.098 0.603
O 2.049 1.480 -1.650
N -0.766 -1.869 -0.362
N 0.438 2.341 0.084
C 1.281 -0.154 0.215
C 2.466 -1.073 0.317
H -0.857 -2.741 -0.803
H 0.514 3.180 -0.411
H -1.425 -1.464 0.293
H 0.571 -0.205 1.004
H -0.359 1.833 -0.444

## Properties
Charge: 0
M, g mol⁻¹: 242.20
Energy, a.u.: -1585.60052
2S+1: 1



One molecule with the formula C5H9NO in a non-equilibrium geometry. Source: the OMol25 dataset; level of theory: ωB97M-V/def2-TZVPD.

CARTESIAN COORDINATES (ANGSTROEM)
O 1.088 -1.339 -0.474
N -0.182 0.362 1.759
C 0.862 0.053 -0.665
C -1.956 -0.426 -0.103
C 2.219 -0.499 -0.680
C 0.221 0.909 0.418
C -1.174 0.576 0.713
H -2.142 0.009 -1.096
H 2.865 -0.391 0.189
H -1.751 1.468 0.956
H 2.738 -0.620 -1.634
H -2.932 -0.624 0.350
H 0.569 -0.301 1.658
H 0.413 0.271 -1.639
H 0.586 1.921 0.475
H -1.424 -1.370 -0.228

## Properties
Charge: 0
M, g mol⁻¹: 99.13
Energy, a.u.: -325.79344
2S+1: 1



One molecule with the formula CH2O2S in a non-equilibrium geometry. Source: the OMol25 dataset; level of theory: ωB97M-V/def2-TZVPD.

CARTESIAN COORDINATES (ANGSTROEM)
S 0.984 -0.798 0.515
O -1.348 0.489 0.537
O -0.354 0.845 -1.332
C -0.320 0.100 -0.283
H -0.865 0.458 1.632
H 0.662 1.034 -1.804

## Properties
Charge: 0
M, g mol⁻¹: 78.09
Energy, a.u.: -587.89323
2S+1: 1



C29H30F14I2N3O6S3 as an isolated structure in a non-equilibrium geometry. Source: the OMol25 dataset; level of theory: ωB97M-V/def2-TZVPD.

CARTESIAN COORDINATES (ANGSTROEM)
I -2.254 -1.033 3.488
I -3.438 2.681 0.381
S -1.550 3.896 -4.399
S -2.366 2.221 8.336
S 0.239 3.295 -0.631
F 1.741 3.738 2.966
F 0.245 2.799 5.916
F -2.076 -6.038 0.722
F -0.627 4.402 4.675
F -1.028 1.864 3.834
F -0.777 3.304 2.248
F 1.839 1.945 4.193
F 1.428 4.476 5.326
F -0.884 -3.825 2.833
F -3.642 -5.138 2.036
F 0.021 -3.404 -3.280
F 1.484 1.335 1.505
F 0.651 3.540 -2.156
F 0.470 0.039 2.752
O -3.383 1.669 9.258
O -1.055 1.559 8.557
O -2.795 1.970 6.928
O -2.221 3.677 8.564
O -0.821 4.208 -0.426
O 1.399 3.623 0.113
N 0.780 0.734 -1.174
N 0.376 -1.373 -2.137
N -0.553 -0.587 0.050
C 4.987 -3.201 -3.378
C 1.003 2.869 3.677
C 2.890 1.655 -2.038
C 2.928 -2.541 -4.422
C -0.185 2.249 2.856
C 5.494 -2.553 -1.010
C 4.583 -2.565 -2.219
C 0.193 1.083 1.912
C -2.447 -5.024 1.482
C 0.205 -0.548 -1.112
C -2.946 0.459 2.173
C 2.174 0.993 -1.129
C -0.443 -1.879 0.749
C 3.371 -1.920 -2.190
C 0.424 3.634 4.933
C -1.396 1.528 -1.761
C -1.855 -2.300 -2.518
C -2.240 1.062 1.187
C 2.533 -1.879 -3.279
C -1.686 -2.812 0.678
C -1.635 -3.909 1.692
C -0.761 0.733 0.741
C -0.975 1.381 -3.236
C -0.287 1.546 -0.596
C 1.206 -1.132 -3.309
C -4.373 0.809 2.552
C 4.136 -3.187 -4.458
C -0.389 -2.632 -2.205
C -1.988 2.158 -4.134
H -1.864 -1.927 -3.550
H -0.243 -3.309 -1.367
H -4.433 1.824 2.958
H -1.151 0.338 -3.532
H -2.598 -2.204 0.798
H -2.442 -3.224 -2.535
H -2.003 1.637 -5.098
H -2.981 2.004 -3.698
H 3.109 -1.436 -1.252
H 6.433 -2.049 -1.275
H 1.468 -0.075 -3.402
H -4.752 0.152 3.338
H -1.814 -3.350 -0.269
H 0.666 -1.316 -4.242
H 5.742 -3.556 -0.657
H -1.893 2.501 -1.756
H -2.287 -1.561 -1.840
H 2.682 1.584 -3.110
H -5.049 0.678 1.701
H 3.721 2.297 -1.756
H 2.308 -2.540 -5.315
H 0.415 -2.409 0.307
H -0.166 -1.882 1.802
H 0.047 1.660 -3.493
H 5.950 -3.695 -3.451
H 2.760 0.543 -0.317
H 4.437 -3.702 -5.368
H 5.065 -1.946 -0.206
H -2.158 0.789 -1.495
H -2.693 4.521 -4.042

## Properties
Charge: -1
M, g mol⁻¹: 1132.56
Energy, a.u.: -4926.35511
2S+1: 1



C4H8LiNaO3 as an isolated structure in a non-equilibrium geometry. Source: the OMol25 dataset; level of theory: ωB97M-V/def2-TZVPD.

CARTESIAN COORDINATES (ANGSTROEM)
Na 2.732 0.577 -1.896
O 1.201 -1.179 -1.831
O -1.659 1.728 0.987
O 1.907 1.900 -0.273
C -1.146 -0.574 0.379
C 0.096 -1.495 0.271
C -0.797 0.744 1.039
C 0.377 -1.782 -1.160
Li -2.915 2.458 0.037
H 0.995 -0.965 0.719
H -0.177 0.659 1.955
H 2.258 2.665 0.187
H -0.271 -2.529 -1.661
H 0.973 1.685 0.107
H -0.045 -2.443 0.805
H -1.946 -1.077 0.950
H -1.583 -0.371 -0.615

## Properties
Expectation value of S²: 0.753
Charge: +1
M, g mol⁻¹: 134.04
Energy, a.u.: -552.57221
2S+1: 2



A 2-piece molecular cluster, C5H14 overall. Source: the OMol25 dataset; level of theory: ωB97M-V/def2-TZVPD.

CARTESIAN COORDINATES (ANGSTROEM)
C 2.575 0.713 -1.078
C 3.487 -0.473 -0.850
C -1.667 -0.850 -0.194
C -2.766 -0.377 0.767
C -2.370 0.864 1.561
H 4.223 -0.313 -0.055
H 4.079 -0.656 -1.754
H -1.992 -1.649 -0.859
H -3.691 -0.232 0.221
H -2.372 0.680 2.635
H -0.800 -1.139 0.400
H -1.316 -0.023 -0.830
H 1.814 0.441 -1.815
H 2.106 1.135 -0.184
H 2.948 -1.386 -0.584
H 3.087 1.565 -1.525
H -3.006 1.731 1.394
H -1.361 1.188 1.317
H -2.981 -1.220 1.434

## Properties
Charge: 0
M, g mol⁻¹: 74.17
Energy, a.u.: -198.88104
2S+1: 1



A 2-piece molecular cluster, C5H8O2 overall. Source: the OMol25 dataset; level of theory: ωB97M-V/def2-TZVPD.

CARTESIAN COORDINATES (ANGSTROEM)
O 1.210 -0.978 1.962
O 0.688 -1.734 -0.772
C 0.611 -0.482 -1.418
C 1.231 0.736 -0.855
C -0.071 0.688 -0.797
C -1.357 1.300 -0.387
C 0.004 -0.964 2.046
H 0.560 -0.658 -2.494
H -0.628 -1.453 1.284
H -1.201 2.175 0.253
H -0.511 -0.453 2.880
H -1.925 1.615 -1.270
H -1.982 0.577 0.149
H 2.150 1.252 -0.613
H 1.219 -1.622 0.033

## Properties
Charge: 0
M, g mol⁻¹: 100.12
Energy, a.u.: -345.67560
2S+1: 1



C25H18AsBrN3NaO8S as an isolated structure. Source: the OMol25 dataset; level of theory: ωB97M-V/def2-TZVPD.

CARTESIAN COORDINATES (ANGSTROEM)
Br -2.170 2.061 -7.431
As 1.900 3.919 1.161
S 3.537 0.578 -1.883
Na 1.251 1.229 -0.145
O 2.480 -0.280 -1.318
O -0.795 0.681 -0.886
O 4.136 1.456 -0.867
O 1.633 3.423 -0.695
O 2.435 1.696 -2.706
O 3.684 3.925 0.975
O 1.547 2.404 1.755
O -1.889 2.630 -0.597
N 0.869 -0.579 1.366
N -1.452 -4.826 2.987
N -1.812 -3.407 4.671
C -0.475 -1.231 3.223
C -1.414 1.702 -1.267
C -2.657 2.809 -4.719
C -1.263 -3.561 3.494
C -2.400 -4.623 4.962
C 3.345 5.728 -2.958
C -2.188 -5.530 3.910
C -2.680 -6.828 3.937
C -1.928 1.960 -5.533
C 0.229 -0.282 2.490
C -3.123 -5.020 6.085
C 0.829 -1.820 0.911
C -0.518 -2.538 2.751
C -1.026 1.047 -5.019
C 0.150 -2.837 1.566
C -0.871 0.968 -3.642
C -3.397 -7.203 5.060
C -2.473 2.724 -3.347
C 3.734 4.870 -3.972
C 2.746 3.018 -2.763
C -1.598 1.796 -2.795
C -3.615 -6.312 6.119
C 2.652 5.247 -1.857
C 2.333 3.892 -1.727
C 3.426 3.520 -3.864
H -1.139 -5.142 2.088
H 3.979 3.089 0.572
H -2.515 -7.519 3.120
H -2.996 3.379 -2.662
H 2.351 5.921 -1.065
H 0.298 0.760 2.784
H -3.800 -8.206 5.122
H 4.267 5.243 -4.839
H -0.167 0.279 -3.193
H 3.576 6.787 -3.016
H 0.165 -3.831 1.133
H -3.344 3.524 -5.152
H -0.447 0.416 -5.680
H -0.990 -0.959 4.133
H 1.354 -1.990 -0.022
H -4.182 -6.645 6.979
H 3.709 2.811 -4.634
H -3.289 -4.324 6.896

## Properties
Charge: -2
M, g mol⁻¹: 698.32
Energy, a.u.: -7100.21232
2S+1: 1



An isolated ion of composition C6H7N2O and charge +1 in a non-equilibrium geometry. Source: the OMol25 dataset; level of theory: ωB97M-V/def2-TZVPD.

CARTESIAN COORDINATES (ANGSTROEM)
O 0.620 0.264 1.418
N -1.659 -0.027 0.125
N -0.264 1.957 0.082
C -1.378 1.404 -0.038
C 0.892 1.333 0.519
C 1.665 0.646 -0.535
C -0.967 -1.119 0.330
C 0.482 -0.959 0.735
C 1.388 -0.668 -0.448
H 2.299 1.194 -1.239
H -2.711 -0.054 -0.098
H 1.790 -1.433 -1.125
H 1.376 2.067 1.081
H -1.397 -2.117 0.319
H -2.298 2.098 -0.354
H 1.067 -1.663 1.353

## Properties
Charge: +1
M, g mol⁻¹: 123.13
Energy, a.u.: -417.22472
2S+1: 1